C40H57BCoI2N9O3 as an isolated structure. Source: the Open Molecules 2025 dataset; level of theory: the ωB97M-V functional and the def2-TZVPD basis.

Last column: Mulliken charge in e.
Positions of all 113 atoms, in Å:
Co  -0.65  -0.76  -0.02  0.7714
C  -0.53  -1.99  -3.68  -1.9876
C  0.16  -0.68  -4.05  0.7474
C  -0.87  0.28  -4.66  -1.3924
C  0.95  0.01  -2.96  -0.5634
C  1.93  0.97  -3.28  -0.8186
C  2.31  1.54  -2.08  0.1073
C  3.39  2.56  -1.84  1.2944
C  3.65  3.39  -3.09  -1.9929
C  4.68  1.86  -1.39  -1.1150
N  1.63  0.90  -1.10  0.2099
N  0.79  -0.05  -1.64  0.3603
B  1.70  1.25  0.40  -0.1213
N  2.12  0.05  1.25  0.3784
N  1.37  -1.08  1.22  0.7442
C  1.97  -1.94  2.04  -0.1444
C  3.12  -1.35  2.61  -1.0421
C  3.17  -0.07  2.08  -0.3791
C  4.18  1.00  2.40  1.2750
C  3.95  1.53  3.82  -1.6006
C  5.61  0.48  2.23  -1.8084
C  1.50  -3.34  2.33  2.5471
C  1.21  -3.50  3.82  -1.6480
C  2.54  -4.36  1.85  -1.7273
N  0.36  1.83  0.91  0.9109
N  -0.82  1.16  0.75  0.7063
C  -1.79  1.98  1.14  -0.3956
C  -1.22  3.17  1.61  -0.6569
C  0.14  3.04  1.44  -0.0954
C  1.19  4.06  1.77  1.2932
C  1.03  5.31  0.89  -1.6720
C  1.13  4.44  3.25  -1.6497
C  -3.27  1.75  0.90  2.7557
C  -3.82  0.39  1.33  -1.0352
C  -4.09  2.88  1.53  -2.1607
H  -1.18  -2.30  -4.51  0.5184
H  -1.16  -1.86  -2.79  0.2717
H  0.17  -2.80  -3.50  0.3165
H  0.89  -0.89  -4.84  0.7386
H  -1.72  0.39  -3.99  0.2541
H  -1.23  -0.12  -5.61  0.4077
H  -0.45  1.27  -4.83  0.3669
H  2.27  1.24  -4.27  0.4740
H  3.08  3.24  -1.05  -0.3603
H  4.05  2.78  -3.90  0.3020
H  4.37  4.18  -2.88  0.4684
H  2.72  3.86  -3.45  0.4278
H  5.10  1.29  -2.23  0.3622
H  4.47  1.15  -0.58  0.0345
H  5.43  2.58  -1.04  0.3633
H  2.53  2.09  0.52  -0.9417
H  3.80  -1.79  3.32  0.5103
H  4.03  1.83  1.71  -0.1540
H  4.14  0.74  4.56  0.3209
H  2.92  1.87  3.95  0.3125
H  4.62  2.37  4.04  0.4215
H  5.83  -0.29  2.98  0.3602
H  6.33  1.30  2.36  0.4182
H  5.75  0.05  1.24  0.3680
H  0.58  -3.50  1.79  -1.2634
H  2.11  -3.34  4.41  0.3434
H  0.84  -4.51  4.03  0.4148
H  0.45  -2.79  4.14  0.3676
H  3.49  -4.22  2.37  0.3342
H  2.72  -4.25  0.77  0.3592
H  2.19  -5.37  2.04  0.4457
H  -1.74  4.03  2.00  0.5192
H  2.18  3.64  1.57  -0.4932
H  0.08  5.81  1.11  0.3446
H  1.02  5.04  -0.17  0.3467
H  1.84  6.01  1.06  0.4178
H  0.17  4.92  3.48  0.3284
H  1.93  5.14  3.50  0.4114
H  1.22  3.56  3.89  0.3556
H  -3.41  1.83  -0.18  -1.0454
H  -3.66  0.21  2.39  0.3851
H  -3.33  -0.41  0.78  -0.5000
H  -4.89  0.36  1.11  0.3727
H  -4.00  2.87  2.62  0.3852
H  -5.14  2.74  1.28  0.4907
H  -3.79  3.86  1.16  0.3475
I  -2.57  3.12  -2.52  -0.0451
C  -3.66  1.33  -2.60  1.1977
C  -4.89  1.30  -3.26  -0.1063
C  -5.61  0.14  -3.33  -0.2171
I  -7.45  0.19  -4.34  -0.0413
C  -5.14  -1.05  -2.72  1.2917
C  -5.82  -2.28  -2.74  -1.2406
C  -5.28  -3.37  -2.10  -1.1957
C  -4.05  -3.22  -1.43  -0.0394
N  -3.39  -2.10  -1.40  0.4002
C  -3.89  -1.01  -2.03  -0.7382
C  -3.07  0.20  -1.99  -1.9034
O  -1.92  0.25  -1.44  0.2027
H  -5.27  2.21  -3.72  0.4195
H  -6.76  -2.37  -3.26  0.1821
H  -5.79  -4.32  -2.11  0.4432
H  -3.61  -4.07  -0.90  0.1746
C  -0.81  -5.00  -0.25  -2.0233
C  -0.96  -3.55  0.08  -0.0034
N  -0.31  -2.65  -0.55  1.9788
O  0.62  -3.12  -1.46  -0.8686
C  -1.71  -3.08  1.23  0.2727
C  -2.44  -3.99  2.16  -2.0574
N  -1.53  -1.80  1.48  0.7733
O  -1.93  -1.29  2.56  -0.8139
H  -0.77  -5.12  -1.33  0.4468
H  -1.63  -5.58  0.16  0.4862
H  0.13  -5.38  0.16  0.2003
H  1.03  -2.29  -1.75  0.3959
H  -1.78  -4.74  2.61  0.3441
H  -3.26  -4.51  1.66  0.3421
H  -2.85  -3.38  2.97  0.4173

Computed properties:
- E_HOMO (alpha / beta): -4.483 / -4.488 eV
- Multiplicity: 2
- Electronic energy: -4280.101438 a.u.
- Maximum force: 0.953 eV/A
- Energy above the lowest of the compared OMol25 structures with the same formula, charge and spin: 10.24 kcal per mole
- Total charge: -1

***

C40H58BBrN4O2P2Pt as an isolated structure. Source: the Open Molecules 2025 dataset; level of theory: the ωB97M-V functional and the def2-TZVPD basis.

Last column: Mulliken charge in e.
Positions of all 109 atoms, in Å:
Pt  0.19  1.33  0.00  1.4467
O  1.78  -4.47  3.66  -0.5858
C  2.55  -4.05  2.62  0.3430
C  3.71  -4.80  2.41  -0.5938
C  4.54  -4.51  1.35  -0.6121
C  4.25  -3.45  0.49  -0.8127
C  3.11  -2.70  0.71  -0.5747
C  2.23  -3.01  1.76  0.8317
C  1.02  -2.14  1.96  -0.6138
O  -0.10  -2.22  1.04  0.0300
N  1.48  -0.78  1.83  -0.3056
N  0.45  0.20  1.88  -0.5687
C  0.09  0.54  3.06  -0.8883
C  -0.73  1.68  3.40  0.7394
Br  -0.93  2.93  2.00  -0.2054
C  -1.18  1.85  4.65  -0.6530
C  -1.98  2.90  5.27  0.7560
C  -1.80  3.10  6.64  -0.4957
C  -2.50  4.10  7.30  -0.6849
C  -3.41  4.88  6.60  -0.3897
C  -3.63  4.66  5.24  -0.8156
C  -2.91  3.68  4.57  -0.3797
H  1.09  -3.84  3.89  0.3632
H  3.93  -5.62  3.09  0.5019
H  5.43  -5.11  1.19  0.4341
H  4.91  -3.21  -0.33  0.4759
H  2.90  -1.84  0.09  0.4800
H  0.53  -2.35  2.92  0.8225
H  2.18  -0.59  2.55  0.3988
H  0.46  -0.04  3.91  0.4781
H  -0.86  1.07  5.34  0.3805
H  -1.11  2.48  7.19  0.3474
H  -2.35  4.26  8.36  0.4005
H  -3.97  5.65  7.11  0.4025
H  -4.36  5.25  4.71  0.4048
H  -3.11  3.50  3.53  0.5246
C  -1.95  4.55  -0.81  -1.9530
C  -1.22  3.88  -1.98  2.2414
C  -2.18  2.82  -2.55  -1.9046
C  -0.92  4.94  -3.05  -1.7225
P  0.36  2.98  -1.53  0.0995
C  0.86  2.25  -3.12  -1.7100
N  1.10  0.86  -2.84  -0.1106
B  0.72  0.17  -1.64  0.5100
N  0.85  -1.26  -2.03  0.2641
C  0.60  -2.59  -1.52  -1.9907
P  -0.61  -2.98  -0.24  0.8362
C  -2.30  -2.27  -0.47  2.1515
C  -2.19  -0.84  -1.01  -1.7852
C  -3.00  -2.21  0.90  -1.9033
C  -3.15  -3.07  -1.47  -2.0321
C  -0.62  -4.83  -0.14  1.8988
C  -0.84  -5.42  -1.55  -1.9873
C  0.72  -5.41  0.36  -1.7326
C  -1.70  -5.32  0.83  -1.8005
C  1.32  -1.30  -3.37  0.7829
C  1.67  -2.38  -4.17  -0.9560
C  2.09  -2.13  -5.47  -0.9778
C  2.18  -0.84  -5.97  -0.9185
C  1.86  0.25  -5.16  -0.8355
C  1.45  -0.01  -3.86  0.1710
C  1.77  4.12  -1.04  2.2075
C  2.85  3.24  -0.40  -1.7512
C  1.31  5.18  -0.03  -1.6554
C  2.40  4.83  -2.25  -1.7007
H  -2.75  5.16  -1.23  0.5653
H  -1.32  5.21  -0.22  0.3539
H  -2.42  3.81  -0.16  0.3758
H  -3.18  3.25  -2.61  0.5749
H  -2.23  1.93  -1.91  0.3048
H  -1.91  2.50  -3.56  0.3787
H  -1.88  5.31  -3.44  0.5379
H  -0.36  4.55  -3.89  0.2755
H  -0.39  5.79  -2.63  0.3529
H  1.74  2.75  -3.54  0.4812
H  0.05  2.36  -3.85  0.5975
H  1.51  -3.05  -1.12  0.6586
H  0.30  -3.22  -2.36  1.0058
H  -1.63  -0.19  -0.34  -0.5844
H  -3.21  -0.45  -1.07  0.9076
H  -1.75  -0.80  -2.00  0.3555
H  -2.47  -1.54  1.58  0.1280
H  -3.11  -3.18  1.38  0.4784
H  -4.00  -1.81  0.74  0.5296
H  -2.69  -3.11  -2.46  0.4619
H  -4.10  -2.53  -1.57  0.5090
H  -3.39  -4.08  -1.14  0.3705
H  0.04  -5.31  -2.18  0.4331
H  -1.70  -5.02  -2.08  0.3664
H  -1.01  -6.49  -1.42  0.5753
H  1.60  -4.98  -0.11  0.2376
H  0.71  -6.47  0.14  0.6076
H  0.80  -5.31  1.44  0.4654
H  -2.71  -5.15  0.47  0.3260
H  -1.60  -4.86  1.81  0.3345
H  -1.57  -6.39  0.96  0.5360
H  1.65  -3.41  -3.82  0.5321
H  2.37  -2.96  -6.10  0.4304
H  2.51  -0.67  -6.98  0.4313
H  1.93  1.26  -5.53  0.5179
H  2.51  2.81  0.55  0.2528
H  3.72  3.86  -0.20  0.6078
H  3.16  2.43  -1.05  0.2737
H  0.79  4.75  0.82  0.2007
H  0.69  5.95  -0.49  0.3115
H  2.20  5.68  0.36  0.5765
H  3.01  4.15  -2.84  0.4185
H  3.07  5.61  -1.87  0.5267
H  1.68  5.32  -2.90  0.3014

Computed properties:
- E_HOMO: -12.416 eV
- Multiplicity: 1
- Electronic energy: -5329.015450 a.u.
- Maximum force: 0.634 eV/A
- Total charge: +2

***

> Among the records above, which one has the lowest total charge?

C40H57BCoI2N9O3